(1)
Formula: C12H43O12
Source: OMol25
Level of theory: ωB97M-V/def2-TZVPD

Output
E_LUMO = 2.263 eV
Net charge = -1
Energy above the lowest of the compared OMol25 structures with the same formula, charge and spin = 0.0 kcal/mol
DFT total energy = -37710.6560 eV
Frontier orbital gap = 8.9 eV
M = 379.46 Da
E_HOMO = -0.244 Eh

```
67
C12H43O12 | OMol25 | ωB97M-V/def2-TZVPD
C -0.3875 0.6799 -0.2590
C 0.6832 0.1821 0.7060
O 1.4909 1.0191 1.1670
O 0.7281 -1.0690 0.8972
H -1.0992 1.3644 0.1994
H -0.8907 -0.1490 -0.7568
H 0.1888 1.2057 -1.0236
C -3.6246 3.1815 1.0521
O -3.1259 3.0454 2.3847
H -4.6973 2.9666 1.0085
H -3.4704 4.1922 0.6786
H -3.0912 2.5008 0.3825
H -3.1565 2.0890 2.5085
C -3.5671 0.8008 -2.4945
O -2.9528 -0.0121 -3.4930
H -3.8257 0.2359 -1.5946
H -2.8350 1.5599 -2.2233
H -4.4707 1.2618 -2.8987
H -3.6347 -0.4320 -4.0231
C 4.1116 2.8970 2.3947
O 4.1894 1.5652 1.9458
H 4.8491 3.0567 3.1897
H 4.3150 3.6365 1.6185
H 3.1513 3.0659 2.8906
H 3.3539 1.3415 1.4928
C -0.1187 4.0759 1.2366
O 1.1783 3.7635 0.7642
H -0.2257 5.1443 1.4389
H -0.8128 3.8398 0.4148
H -0.3851 3.5202 2.1383
H 1.2886 2.7999 0.9056
C 1.5889 -2.4228 -2.3108
O 0.9896 -3.0482 -1.1821
H 0.9915 -1.5754 -2.6579
H 2.5969 -2.0925 -2.0246
H 1.7234 -3.1466 -3.1143
H 0.8195 -2.3616 -0.5180
C -2.6246 -2.2859 1.2050
O -1.8317 -1.4979 2.0695
H -2.4768 -1.9278 0.1788
H -2.4032 -3.3569 1.2749
H -3.6790 -2.1671 1.4643
H -0.9455 -1.4207 1.6620
C 0.2157 0.8597 -3.9870
O -0.3318 -0.2752 -4.6633
H 0.0965 1.7389 -4.6308
H -0.3590 1.0288 -3.0777
H 1.2695 0.6537 -3.8146
H -1.2428 -0.3797 -4.3586
C 3.8308 -2.5183 1.5945
O 4.3039 -3.5896 0.7816
H 4.7081 -2.0228 2.0042
H 3.2956 -1.8127 0.9572
H 3.1753 -2.8036 2.4193
H 3.5719 -3.9813 0.2986
C -1.8677 -3.1751 -2.5676
O -3.1144 -3.0216 -3.2378
H -1.0489 -3.4250 -3.2453
H -1.6421 -2.2176 -2.1042
H -1.8399 -3.9360 -1.7858
H -3.5572 -3.8727 -3.2682
C 2.3092 -0.3944 4.2406
O 1.2294 -1.1642 3.7763
H 3.2383 -0.9433 4.0259
H 2.3849 0.5996 3.8028
H 2.3207 -0.3262 5.3316
H 1.1484 -1.0478 2.8133
```


(2)
Formula: C2H7N3S
Source: OMol25
Level of theory: ωB97M-V/def2-TZVPD

Output
⟨S²⟩ = 2.02
E_LUMO (alpha / beta) = 0.495 / -1.441 eV
Net charge = 0
Energy above the lowest of the compared OMol25 structures with the same formula, charge and spin = 32.2 kcal/mol
DFT total energy = -17486.9787 eV
Frontier orbital gap (alpha / beta) = 5.7 / 7.0 eV
M = 105.17 Da
E_HOMO (alpha / beta) = -0.193 / -0.310 Eh
Spin multiplicity = 3

```
13
C2H7N3S | OMol25 | ωB97M-V/def2-TZVPD
C 1.6739 0.2560 -0.3857
C -0.2064 -1.0995 0.3266
N -1.3371 1.4027 -0.1942
N 0.9564 -0.4542 0.6819
N -1.8178 0.2803 -0.1141
S -3.2407 -0.4559 -0.0622
H 1.1756 -0.0233 -1.3749
H 1.8141 1.3321 -0.3470
H 2.7160 -0.1841 -0.3692
H -0.3763 -1.3704 -0.6426
H -0.5919 -1.7560 1.0615
H -1.9077 2.2727 -0.3110
H 1.1421 -0.2004 1.7309
```


(3)
Formula: C20H30FMnO10
Source: OMol25
Level of theory: ωB97M-V/def2-TZVPD

Output
⟨S²⟩ = 8.75
E_LUMO (alpha / beta) = -1.838 / -1.839 eV
Net charge = +1
Energy above the lowest of the compared OMol25 structures with the same formula, charge and spin = 56.4 kcal/mol
DFT total energy = -75735.8023 eV
Frontier orbital gap (alpha / beta) = 8.4 / 9.5 eV
M = 504.39 Da
E_HOMO (alpha / beta) = -0.375 / -0.416 Eh
Spin multiplicity = 6

```
62
C20H30FMnO10 | OMol25 | ωB97M-V/def2-TZVPD
Mn 1.0374 -0.0131 -0.0479
F 2.7231 0.6469 -1.0421
O -0.7473 -0.3177 1.1819
C -1.9908 -0.3341 1.2186
O -2.7446 0.7641 0.9220
C -4.1088 0.4180 0.7874
C -4.2401 -1.0309 1.2185
C -2.8415 -1.5081 1.5408
H -4.4312 0.5000 -0.2506
H -4.7680 0.9910 1.4394
H -4.6251 -1.6916 0.4417
H -4.9438 -1.1469 2.0428
H -2.5776 -2.3517 0.9029
H -2.7732 -1.7200 2.6078
O 2.0779 -0.8471 1.5810
C 2.0749 -1.5805 2.5804
O 0.8953 -1.8996 3.2274
C 1.1755 -2.7337 4.3706
C 2.6096 -3.0276 4.3345
C 3.2490 -2.1210 3.3453
H 0.6529 -3.6419 4.0703
H 0.9305 -2.1438 5.2538
H 2.7193 -4.0823 4.0822
H 2.9983 -2.9199 5.3471
H 3.9409 -2.5502 2.6207
H 3.6934 -1.2598 3.8443
O -0.2972 0.7551 -1.5226
C -1.0156 1.2490 -2.3747
O -2.3467 1.2535 -2.2238
C -3.0214 1.7898 -3.3358
C -1.9760 2.5562 -4.1175
C -0.6674 1.8058 -3.7253
H -3.9470 2.3293 -3.1352
H -3.3840 0.9442 -3.9203
H -1.9308 3.5503 -3.6727
H -2.1547 2.6747 -5.1862
H 0.2368 2.4101 -3.6532
H -0.5652 0.8781 -4.2884
O 0.9474 -1.8878 -0.8907
C 0.8128 -2.4765 -1.9743
O 0.8000 -1.8488 -3.1040
C 0.9120 -2.6538 -4.2194
C 1.4655 -3.9289 -3.6494
C 0.9333 -3.9127 -2.2351
H 1.6661 -2.2132 -4.8716
H 0.0023 -2.7402 -4.8135
H 2.5338 -3.7927 -3.8177
H 1.2126 -4.8623 -4.1523
H 1.6637 -4.3595 -1.5605
H -0.0070 -4.4328 -2.0523
O 0.8106 2.0495 0.6609
C 1.0692 3.1010 1.2890
O 1.1097 3.1566 2.6638
C 1.5258 4.4291 3.1159
C 1.7003 5.2418 1.7686
C 1.6171 4.3105 0.5692
H 2.3996 4.4969 3.7640
H 0.7614 4.9653 3.6782
H 2.6085 5.8441 1.7882
H 1.0458 6.0951 1.5904
H 2.6060 4.1493 0.1400
H 0.8867 4.6756 -0.1528
```